{"formula": "C34H47AgAs2CoF12N3O18", "method": "ωB97M-V/def2-TZVPD", "s2": 3.78, "max_force_ha_per_bohr": 0.081, "gap_ev": [6.0, 2.3], "total_charge": 1, "multiplicity": 4, "species": ["Co", "Ag", "As", "F", "F", "F", "F", "F", "F", "As", "F", "F", "F", "F", "F", "F", "C", "C", "C", "C", "C", "C", "N", "O", "O", "H", "H", "H", "H", "H", "C", "C", "C", "C", "C", "C", "N", "O", "O", "H", "H", "H", "H", "H", "C", "C", "C", "C", "C", "C", "N", "O", "O", "H", "H", "H", "H", "H", "C", "C", "O", "C", "O", "O", "C", "H", "H", "H", "H", "H", "H", "H", "H", "C", "C", "O", "C", "O", "O", "C", "H", "H", "H", "H", "H", "H", "H", "H", "C", "C", "O", "C", "O", "O", "C", "H", "H", "H", "H", "H", "H", "H", "H", "C", "C", "O", "C", "O", "O", "C", "H", "H", "H", "H", "H", "H", "H", "H"], "xyz": [[-2.70121, 5.58181, -0.33661], [-0.11178, -3.28801, -3.51307], [3.17797, -6.86262, -2.60114], [2.44679, -5.31693, -2.23379], [1.89032, -7.68217, -1.54943], [4.03545, -8.45073, -2.94384], [4.40653, -5.94464, -3.50113], [4.10546, -6.78696, -1.09617], [2.14993, -7.07238, -4.04662], [-1.13639, 0.13073, -0.71279], [-0.83370, 0.30230, 1.04143], [-2.76239, -0.59667, -0.37814], [-1.48685, -0.04832, -2.43905], [0.50756, 0.86528, -1.02372], [-0.38096, -1.53280, -0.72052], [-1.87191, 1.78283, -0.72345], [5.55430, -3.24886, 2.77506], [6.68295, -2.84087, 3.53040], [6.77718, -1.53974, 4.02295], [5.70722, -0.66550, 3.75319], [4.62940, -1.05988, 2.96416], [4.59337, -2.30129, 2.46958], [5.84016, 0.71049, 4.20777], [6.34678, 0.87073, 5.34187], [5.61199, 1.58387, 3.45349], [5.43279, -4.29063, 2.51746], [7.44871, -3.54985, 3.80853], [7.65836, -1.16297, 4.52089], [3.81949, -0.38606, 2.72668], [3.73745, -2.52453, 1.84993], [-5.90071, -4.00062, 3.07090], [-5.78246, -3.06876, 4.11136], [-6.32209, -3.32324, 5.35049], [-6.95435, -4.57022, 5.56136], [-7.09776, -5.49764, 4.52524], [-6.57808, -5.20969, 3.24740], [-7.58074, -4.92322, 6.84942], [-7.79240, -4.03155, 7.59634], [-7.90555, -6.09593, 7.12237], [-5.46405, -3.64263, 2.15027], [-5.30989, -2.10881, 3.96449], [-6.17148, -2.59069, 6.12966], [-7.47344, -6.47201, 4.80070], [-6.53888, -5.94337, 2.45584], [1.09161, -5.99756, 4.23354], [1.42937, -6.00409, 5.59205], [1.06940, -4.83526, 6.30630], [0.73663, -3.68100, 5.67254], [0.51002, -3.70235, 4.30070], [0.69251, -4.85151, 3.59461], [0.29015, -2.48376, 6.47691], [0.60574, -1.34085, 6.06860], [-0.11931, -2.69884, 7.62098], [1.29184, -6.88001, 3.64398], [1.95012, -6.76128, 6.15936], [1.29901, -4.76311, 7.35914], [0.20085, -2.85895, 3.70110], [0.46822, -4.76421, 2.54177], [-9.51520, 2.35362, -3.35867], [-8.18831, 2.70701, -4.07232], [-7.40744, 3.56010, -3.23369], [-6.08683, 3.80161, -3.51426], [-5.29332, 4.18150, -2.64745], [-5.85551, 3.45080, -4.85650], [-4.52055, 3.58140, -5.31022], [-9.25299, 2.04602, -2.34638], [-10.11969, 1.66184, -3.94529], [-10.09143, 3.27200, -3.24618], [-8.44751, 3.12790, -5.04380], [-7.63848, 1.78041, -4.23720], [-4.52793, 3.59629, -6.40010], [-3.87253, 2.81676, -4.88185], [-4.16966, 4.60626, -5.18926], [2.91685, 5.36918, 5.61890], [1.60442, 4.57485, 5.32811], [1.04900, 4.70749, 4.06570], [-0.21314, 4.29284, 3.64093], [-0.71854, 4.57822, 2.58984], [-0.71071, 3.43539, 4.56696], [-1.97061, 2.76602, 4.45769], [2.84765, 6.44043, 5.42991], [3.80347, 5.02366, 5.08731], [3.29180, 5.19267, 6.62705], [0.83820, 4.98649, 5.98505], [1.67778, 3.51807, 5.58489], [-2.73584, 3.30279, 5.01840], [-1.87750, 1.76344, 4.87516], [-2.35939, 2.62337, 3.44942], [4.82198, -2.65238, -10.16924], [4.14532, -2.24792, -8.82105], [3.41520, -1.01298, -9.04928], [2.38284, -0.76040, -8.27415], [1.98217, -1.38789, -7.30892], [1.86695, 0.39939, -8.63215], [1.04945, 1.11366, -7.70642], [5.24093, -3.65165, -10.05082], [5.61934, -2.00800, -10.53950], [4.11437, -2.60031, -10.99670], [4.92952, -2.10734, -8.07717], [3.58036, -3.09794, -8.43843], [0.59341, 0.50797, -6.92330], [0.19636, 1.56912, -8.20931], [1.60554, 1.89436, -7.18742], [4.53261, 5.91375, -1.27794], [3.05765, 5.65315, -1.51880], [2.65902, 6.23229, -2.71873], [1.32320, 6.18105, -2.95973], [0.46456, 5.76583, -2.20643], [1.01568, 6.68835, -4.20282], [2.03630, 7.41922, -4.90547], [5.21667, 5.35650, -1.91798], [4.77543, 5.59341, -0.26475], [4.71563, 6.96896, -1.48071], [2.44420, 5.96655, -0.67406], [2.99011, 4.56566, -1.54927], [2.40972, 8.29282, -4.37116], [1.51170, 7.86690, -5.74957], [2.92846, 6.88502, -5.23224]], "atomic_forces_ev_per_a": [[0.2897, -0.4541, -0.1443], [0.2855, 0.0546, 0.4154], [0.4663, -2.8302, 0.5738], [-0.5227, 0.2314, -0.1080], [1.3372, 0.9646, -1.6849], [-1.3677, 2.1887, 0.2544], [-0.9002, -0.8877, 0.5701], [-0.1796, 0.4265, -0.8302], [0.8479, 0.4045, 1.2601], [-0.1976, 0.5067, 0.8579], [-0.2376, -0.3671, -1.5699], [1.9442, 0.7407, -0.2690], [0.5758, 0.0488, 0.8447], [-2.0389, -1.0358, 0.1310], [-0.6255, 1.3682, -0.2126], [0.6978, -1.4738, -0.0846], [0.9033, -0.4995, 0.7104], [0.5816, 1.1940, 1.1340], [0.1935, -1.2749, -0.7282], [0.7832, -0.0240, 0.2994], [-0.9801, 1.1799, -0.0374], [-1.7406, -0.1936, -1.1252], [2.1912, -0.2133, 3.2058], [-1.2029, -0.9360, -1.7003], [-0.9840, 1.1141, -1.6637], [-0.0087, -0.0700, -0.2484], [0.0932, -0.0672, -0.2393], [-0.0736, -0.1575, 0.2771], [0.0493, 0.2702, 0.1225], [0.0421, -0.4306, -0.1044], [-0.2686, 0.7178, 0.4005], [-0.4704, -0.4590, -0.1189], [-0.2867, -0.9559, 0.6590], [0.0252, -0.0790, -1.2794], [0.8799, 0.2984, 0.0487], [0.7557, 0.5529, 0.8441], [-0.3919, -2.4931, -0.0419], [-0.1224, 2.1338, 1.3250], [0.8433, 1.2302, -1.2644], [-0.0454, -0.6401, -0.4052], [0.1743, -0.0616, -0.2124], [-0.3437, -0.1737, 0.2460], [-0.3315, 0.0114, -0.2353], [-0.4036, -0.0777, 0.0258], [1.5050, -1.5503, 0.4338], [-1.1531, 2.0132, -0.0536], [1.8726, -0.8827, 0.9174], [-2.1934, 0.8048, -0.9184], [0.0494, 1.3664, 0.0477], [-0.4302, 0.1957, -0.2939], [2.1171, 1.1065, 1.5171], [-1.0377, -2.1909, 0.0423], [0.0536, 0.1530, -1.9256], [-0.0890, -0.1656, -0.0682], [-0.3456, -0.4738, -0.4063], [-0.2894, -0.2127, 0.2200], [-0.1169, 0.4747, 0.5235], [0.1098, -0.6125, -0.1333], [1.0548, 1.3613, 0.1893], [-1.1460, -1.2658, -0.3614], [1.6556, 0.8341, 0.1510], [-0.3287, -0.9959, 0.1227], [-1.6301, -0.5535, -2.6534], [-0.2412, 0.8278, 2.5154], [0.4224, 0.9958, -0.7176], [-0.3712, -0.5473, -0.1048], [0.3048, -0.2125, 0.2400], [-0.1280, 0.0308, -0.0239], [0.4803, 0.3964, 0.0518], [0.1444, 0.0853, -0.1015], [-0.3380, -0.9949, -0.0339], [0.0329, 0.2346, -0.0865], [0.2783, -0.0639, 0.9916], [0.1451, -0.6661, -0.8844], [-0.3444, 0.1460, 2.5462], [-1.4190, 0.6518, -3.8494], [1.0811, -1.1514, 1.7226], [0.4179, 0.3440, 0.4582], [0.5082, 0.4622, -0.2300], [-0.7344, -0.1318, -0.3185], [-0.3014, -0.0913, 0.1103], [-0.2769, -0.1788, -0.7629], [-0.8382, 0.1130, 0.3871], [0.1550, -0.0859, 0.5796], [0.3601, -0.0452, 0.0059], [0.1973, 0.1415, 0.1104], [0.3743, 0.2210, 0.1559], [0.5216, 0.3405, -0.2546], [-0.4792, 0.4193, 0.3769], [1.3907, -0.4479, -1.2585], [0.1674, -1.0541, -0.0063], [-0.3689, -0.1386, 2.0680], [0.5527, -0.2423, -0.7953], [-0.4075, 1.1847, -0.5182], [-0.8046, 0.0287, 0.6481], [-0.1592, -0.0375, -0.1602], [0.1546, 0.2681, 0.6725], [-0.3314, -0.4978, 0.1968], [-0.1013, 0.5244, 0.0931], [-0.7412, 0.4881, -0.2213], [0.3702, -0.4958, -0.1998], [0.3679, -0.0066, -0.4816], [0.3298, -0.0267, -0.3230], [-0.0697, 0.4734, -0.2506], [1.2546, -1.6114, 1.5824], [-1.7459, 0.3267, -1.1663], [-0.3186, 0.4712, -0.7705], [1.0014, 0.4219, -0.8046], [0.9377, -0.5577, 1.6645], [-0.0749, 1.1252, -0.5174], [-0.3553, -0.1324, -0.3042], [0.0075, 0.4569, 0.1054], [0.3151, 0.0896, 0.5356], [-0.0141, 0.3313, -0.1646], [-0.6449, -0.1379, -0.3053], [-0.1761, -0.1892, 0.6206], [0.0608, -0.4482, -0.1723], [-0.4426, -0.5944, 0.1011]]}